Version A
The following is a DFT calculation (wB97M-V/def2-TZVPD) of a 2-piece molecular cluster, C2H7OPS overall.

Values from the calculation:
E_HOMO: -8.27 eV
Lowest unoccupied orbital energy: 0.515 eV
Kohn-Sham gap: 8.788 eV

Structure (ORCA input):
```
! wB97M-V def2-TZVPD RIJCOSX def2/J DEFGRID3
* xyz 0 1
C -2.22185 0.76045 -0.03976
C 1.28319 0.75763 0.92844
O 1.24726 -0.51661 0.90548
P 1.45708 -1.66673 -0.36485
S 1.70650 1.65881 -0.43415
H -2.27187 1.06386 0.99644
H -3.10350 0.18702 -0.29930
H -1.34262 0.14837 -0.19519
H -2.16702 1.63565 -0.67000
H 2.70413 -2.08629 0.11878
H 0.77058 -2.61048 0.39979
H 1.93810 0.66833 -1.34568
*
```

Version B
The following is a DFT calculation (wB97M-V/def2-TZVPD) of a 2-piece molecular cluster, C2H7OPS overall.

Values from the calculation:
E_HOMO: -8.66 eV
Lowest unoccupied orbital energy: 0.460 eV
Kohn-Sham gap: 9.122 eV

Structure (ORCA input):
```
! wB97M-V def2-TZVPD RIJCOSX def2/J DEFGRID3
* xyz 0 1
C 0.94858 0.74405 1.59283
C -2.36657 -0.90960 0.20902
O -1.39110 -1.14518 -0.59298
P -0.47196 -0.68561 -1.90044
S -3.53139 0.19056 -0.41364
H 0.83557 0.26992 0.58995
H 0.57257 1.77594 1.60494
H 2.01993 0.77050 1.77814
H 0.45111 0.15393 2.34250
H 0.13978 -1.91609 -2.35833
H -1.45289 -1.14322 -2.83956
H -2.96969 0.75962 -1.58891
*
```

What should be chosen as the least stable of them? Choose version B.